## w
ORCA calculation (ωB97M-V/def2-TZVPD) on the molecule C4H9N.

Computed properties:
Kohn-Sham gap: 10.109 eV
Spin multiplicity: 1
E_HOMO: -8.91 eV
SMILES: CN1CCC1

Structure (XYZ):
```
14
C4H9N | the Open Molecules 2025 dataset | ωB97M-V/def2-TZVPD
C -1.221 -1.046 -0.674
N -0.690 0.238 -0.350
C -0.129 0.235 1.127
C 1.054 0.896 0.612
C 0.760 0.471 -0.843
H -1.547 -0.838 -1.631
H -0.450 -1.903 -0.691
H -2.107 -1.488 -0.056
H 0.254 -0.766 1.328
H -0.826 0.800 1.853
H 0.783 1.832 0.585
H 1.970 0.876 1.247
H 1.127 -0.478 -0.867
H 1.021 1.170 -1.640
```



## x
ORCA calculation (ωB97M-V/def2-TZVPD) on a cluster of 3 separate species, C4H9N in total.

Computed properties:
Kohn-Sham gap: 9.794 eV
Spin multiplicity: 1
E_HOMO: -8.75 eV

Structure (XYZ):
```
14
C4H9N | the Open Molecules 2025 dataset | ωB97M-V/def2-TZVPD
C 1.625 -0.484 -0.332
C 0.748 -1.439 0.007
C -2.085 -0.225 0.537
C 0.473 1.477 -0.298
N 1.161 2.402 -0.517
H 1.502 3.272 -0.878
H 2.338 -0.112 0.390
H 1.892 -0.323 -1.366
H -1.176 0.378 0.242
H 0.181 -1.968 -0.739
H 0.628 -1.754 1.028
H -2.394 -0.945 -0.211
H -1.985 -0.753 1.479
H -2.908 0.474 0.658
```



## y
ORCA calculation (ωB97M-V/def2-TZVPD) on the molecule C4H9N.

Computed properties:
Kohn-Sham gap: 8.542 eV
Spin multiplicity: 1
E_HOMO: -7.48 eV
SMILES: C=C(C)NC

Structure (XYZ):
```
14
C4H9N | the Open Molecules 2025 dataset | ωB97M-V/def2-TZVPD
C -1.109 -0.778 0.862
C 0.087 -0.342 0.405
C 1.368 -0.580 1.203
N 0.278 0.445 -0.703
C -0.705 0.951 -1.598
H -1.371 -0.988 1.886
H -1.879 -0.909 0.103
H 1.182 -1.386 1.898
H 1.616 0.371 1.689
H 2.205 -0.889 0.579
H 1.247 0.730 -0.777
H -1.253 1.809 -1.202
H -1.461 0.206 -1.865
H -0.205 1.360 -2.481
```



Which of them is least stable? Easy: x.



## w
ORCA calculation (ωB97M-V/def2-TZVPD) on a cluster of 2 separate species, C4H9N in total.

Computed properties:
Kohn-Sham gap: 9.428 eV
Spin multiplicity: 1
E_HOMO: -8.34 eV
SMILES: C=CN.C=C

Structure (XYZ):
```
14
C4H9N | the Open Molecules 2025 dataset | ωB97M-V/def2-TZVPD
C -0.842 -1.596 3.980
C -1.229 -0.482 3.243
N -0.219 0.448 2.687
H 0.202 -1.727 3.872
H -1.400 -2.309 4.531
H -2.090 -0.515 2.551
H -0.726 1.292 2.436
H 0.523 0.643 3.366
C 1.253 0.804 -3.837
C 0.846 0.709 -5.171
H 0.600 1.355 -3.189
H 2.099 0.327 -3.331
H -0.176 1.091 -5.355
H 1.158 -0.040 -5.785
```



## x
ORCA calculation (ωB97M-V/def2-TZVPD) on the molecule C4H9N.

Computed properties:
Kohn-Sham gap: 10.481 eV
Spin multiplicity: 1
E_HOMO: -9.35 eV
SMILES: CC1(N)CC1

Structure (XYZ):
```
14
C4H9N | the Open Molecules 2025 dataset | ωB97M-V/def2-TZVPD
C -1.430 -0.573 0.068
C -0.153 0.125 -0.048
N -0.352 1.514 0.026
C 1.032 -0.420 -0.712
C 1.057 -0.211 0.786
H -1.988 -0.406 1.000
H -1.962 -0.317 -0.773
H -1.402 -1.673 0.085
H -0.381 1.845 -0.981
H 0.513 1.929 0.274
H 0.942 -1.434 -1.131
H 1.669 0.124 -1.273
H 1.579 0.607 1.361
H 0.875 -1.109 1.317
```



## y
ORCA calculation (ωB97M-V/def2-TZVPD) on the molecule C4H9N.

Computed properties:
Kohn-Sham gap: 9.585 eV
Spin multiplicity: 1
E_HOMO: -8.51 eV
SMILES: CC(C)=CN

Structure (XYZ):
```
14
C4H9N | the Open Molecules 2025 dataset | ωB97M-V/def2-TZVPD
C 1.320 0.173 0.492
C -0.006 -0.265 -0.052
C -0.086 -1.724 -0.400
C -1.029 0.547 -0.303
N -1.139 1.945 -0.065
H 1.662 -0.320 1.401
H 2.127 0.170 -0.238
H 1.149 1.187 0.814
H -0.277 -1.853 -1.469
H 0.853 -2.252 -0.228
H -0.823 -2.350 0.102
H -1.989 0.060 -0.475
H -1.398 2.215 0.866
H -0.364 2.467 -0.444
```



Which of them is least stable? Easy: w.



## w
ORCA calculation (ωB97M-V/def2-TZVPD) on the molecule C4H9N.

Computed properties:
Kohn-Sham gap: 10.613 eV
Spin multiplicity: 1
E_HOMO: -9.44 eV
SMILES: C=CCNC

Structure (XYZ):
```
14
C4H9N | the Open Molecules 2025 dataset | ωB97M-V/def2-TZVPD
C 1.999 0.529 -0.061
C 1.305 -0.646 -0.358
C -0.027 -0.897 0.443
N -1.177 -0.651 -0.508
C -1.486 0.767 -0.145
H 2.950 0.787 -0.683
H 1.749 1.300 0.832
H 1.417 -1.263 -1.302
H -0.191 -0.328 1.423
H 0.067 -2.022 0.654
H -1.853 -1.290 -0.188
H -1.894 0.825 0.975
H -0.551 1.651 -0.229
H -2.307 1.239 -0.852
```



## x
ORCA calculation (ωB97M-V/def2-TZVPD) on the molecule C4H9N.

Computed properties:
Kohn-Sham gap: 9.712 eV
Spin multiplicity: 1
E_HOMO: -8.58 eV
SMILES: C1CCNC1

Structure (XYZ):
```
14
C4H9N | the Open Molecules 2025 dataset | ωB97M-V/def2-TZVPD
C 0.182 1.159 0.010
C -0.937 0.286 -0.587
C -0.795 -1.120 0.013
N 0.588 -1.131 0.524
C 1.301 0.082 0.255
H -0.144 1.605 1.026
H 0.471 2.050 -0.727
H -1.859 0.777 -0.416
H -0.861 0.067 -1.707
H -1.715 -1.206 0.697
H -0.837 -1.714 -0.939
H 0.690 -1.404 1.488
H 1.982 0.401 1.039
H 1.933 0.150 -0.676
```



Which of them is least stable? Easy: w.



## w
ORCA calculation (ωB97M-V/def2-TZVPD) on the molecule C4H9N.

Computed properties:
Kohn-Sham gap: 10.042 eV
Spin multiplicity: 1
E_HOMO: -8.85 eV
SMILES: C[C@H]1CN1C

Structure (XYZ):
```
14
C4H9N | the Open Molecules 2025 dataset | ωB97M-V/def2-TZVPD
C 1.615 -0.088 0.222
C 0.284 -0.141 0.930
C -0.727 0.934 0.723
N -0.995 -0.419 0.295
C -1.095 -0.573 -1.138
H 2.319 0.491 0.832
H 2.033 -1.091 0.086
H 1.541 0.394 -0.756
H 0.332 -0.620 1.909
H -0.527 1.619 -0.126
H -1.332 1.323 1.539
H -2.158 -0.608 -1.399
H -0.647 0.305 -1.673
H -0.644 -1.526 -1.445
```



## x
ORCA calculation (ωB97M-V/def2-TZVPD) on the molecule C4H9N.

Computed properties:
Kohn-Sham gap: 10.756 eV
Spin multiplicity: 1
E_HOMO: -9.60 eV
SMILES: C=CCCN

Structure (XYZ):
```
14
C4H9N | the Open Molecules 2025 dataset | ωB97M-V/def2-TZVPD
C -1.244 -1.307 -1.440
C -1.376 -0.114 -0.852
C -0.362 0.693 0.032
C 0.832 -0.088 0.553
N 1.947 0.475 1.451
H -0.279 -1.870 -1.413
H -2.073 -1.682 -1.865
H -2.361 0.588 -1.173
H 0.093 1.670 -0.277
H -0.962 1.051 0.914
H 1.377 -0.547 -0.278
H 0.479 -0.979 1.022
H 2.360 1.345 1.022
H 1.570 0.764 2.304
```



Which of them is least stable? Easy: x.



## w
ORCA calculation (ωB97M-V/def2-TZVPD) on a cluster of 2 separate species, C4H9N in total.

Computed properties:
Kohn-Sham gap: 9.350 eV
Spin multiplicity: 1
E_HOMO: -8.34 eV
SMILES: C=CN.C=C

Structure (XYZ):
```
14
C4H9N | the Open Molecules 2025 dataset | ωB97M-V/def2-TZVPD
C -0.546 -1.101 1.851
C 0.417 -0.228 2.164
N 1.157 0.735 1.512
H -0.690 -1.440 0.900
H -1.227 -1.403 2.593
H 0.651 -0.299 3.287
H 2.119 0.851 2.042
H 1.228 0.503 0.496
C -0.853 0.732 -2.030
C -0.212 -0.011 -2.931
H -0.804 0.544 -1.010
H -1.369 1.593 -2.288
H 0.165 -1.069 -2.711
H -0.036 0.593 -3.876
```



## x
ORCA calculation (ωB97M-V/def2-TZVPD) on the molecule C4H9N.

Computed properties:
Kohn-Sham gap: 9.719 eV
Spin multiplicity: 1
E_HOMO: -8.56 eV
SMILES: C1CCNC1

Structure (XYZ):
```
14
C4H9N | the Open Molecules 2025 dataset | ωB97M-V/def2-TZVPD
C 0.170 -1.049 0.538
C -0.392 0.273 1.072
C -0.072 1.325 0.004
N 0.133 0.594 -1.242
C 0.463 -0.792 -0.955
H -0.595 -1.813 0.648
H 1.063 -1.350 1.078
H -0.171 0.382 2.127
H -1.465 0.225 1.141
H -0.840 2.039 -0.147
H 0.825 1.871 0.325
H -0.652 0.748 -1.854
H 1.534 -0.919 -1.132
H 0.001 -1.534 -1.606
```



## y
ORCA calculation (ωB97M-V/def2-TZVPD) on a cluster of 2 separate species, C4H9N in total.

Computed properties:
Kohn-Sham gap: 9.785 eV
Spin multiplicity: 1
E_HOMO: -8.67 eV
SMILES: C=CN.C=C

Structure (XYZ):
```
14
C4H9N | the Open Molecules 2025 dataset | ωB97M-V/def2-TZVPD
C 2.107 -0.637 0.292
C 1.080 -1.301 -0.226
N 0.005 -1.867 0.470
H 1.933 -0.177 1.258
H 2.990 -0.336 -0.241
H 1.112 -1.650 -1.254
H -0.858 -1.726 -0.045
H -0.120 -1.446 1.385
C -1.018 1.350 -0.814
C -1.700 1.820 0.219
H -0.076 0.860 -0.626
H -1.445 1.096 -1.777
H -1.306 1.795 1.228
H -2.702 2.220 0.130
```



## z
ORCA calculation (ωB97M-V/def2-TZVPD) on the molecule C4H9N.

Computed properties:
Kohn-Sham gap: 10.711 eV
Spin multiplicity: 1
E_HOMO: -9.51 eV
SMILES: C[C@H]1N[C@@H]1C

Structure (XYZ):
```
14
C4H9N | the Open Molecules 2025 dataset | ωB97M-V/def2-TZVPD
C 1.965 -0.273 -0.056
C 0.594 0.022 0.520
N -0.135 1.312 0.177
C -0.649 0.011 -0.355
C -2.011 -0.278 0.105
H 2.770 0.092 0.562
H 2.160 0.195 -1.072
H 2.088 -1.359 -0.162
H 0.489 -0.177 1.551
H 0.380 1.734 -0.624
H -0.500 -0.229 -1.444
H -2.409 -1.339 0.015
H -2.700 0.409 -0.425
H -2.043 -0.120 1.209
```



Which of them is least stable? Easy: w.